# C4H7NO3

A gas-phase ion, C4H7NO3 (charge +1) (ωB97M-V with the def2-TZVPD basis set, OMol25).

Calculated values
Energy relative to the best compared isomer or geometry (same formula, charge and spin) = 1.329 eV
Orbital gap (spin up / spin down) = 12.31 / 5.81 eV
Total charge = +1
LUMO energy (spin up / spin down) = -3.840 / -9.596 eV
Multiplicity = 2

Last column: natural (NBO) charge in e.
Atoms and positions in Å:
C: -0.1050 -1.8166 0.2602  0.50
N: 0.9958 -0.9381 0.0787  -0.34
C: 0.4931 1.1515 1.0680  -0.59
C: 0.6355 0.4016 -0.3387  -0.16
C: -0.6177 0.5183 -1.2410  0.81
O: -1.7280 0.7688 -0.5846  -0.64
O: -0.5761 0.2860 -2.4036  -0.36
O: -1.2144 -1.5184 -0.0775  -0.43
H: 0.0919 -2.7772 0.7913  0.19
H: 1.8724 -1.3228 -0.2311  0.44
H: 1.3669 1.3514 1.5899  0.25
H: -0.0514 0.5353 1.8716  0.24
H: -0.0382 2.0899 1.0688  0.26
H: 1.4898 0.8351 -0.8039  0.27
H: -2.6145 0.4353 -1.0480  0.56

Cartesian forces, eV/Å:
-0.264 -1.593 1.223
-2.157 1.013 -1.838
-3.095 -0.968 1.392
1.481 -0.023 2.511
-2.109 -0.788 0.121
-2.360 0.277 -0.322
1.029 0.018 -0.560
0.668 -0.518 0.026
0.382 0.550 -0.428
0.605 -0.224 0.200
2.417 0.089 0.014
0.334 0.507 -1.645
-0.345 0.236 -0.808
0.519 0.281 -0.739
2.893 1.142 0.852

=====

# C29H38F3N3

A single C29H38F3N3 molecule (ωB97M-V with the def2-TZVPD basis set, OMol25).

Calculated values
SMILES = CC[C@@H](C)[C@H](CNC)NC[C@@H](Cc1cccc2ccccc12)NCCc1cccc(C(F)(F)F)c1
Energy relative to the best compared isomer or geometry (same formula, charge and spin) = 0.082 eV
Orbital gap = 8.62 eV
Total charge = 0
LUMO energy = 0.456 eV

Last column: natural (NBO) charge in e.
Atoms and positions in Å:
C: -4.2153 -1.4181 2.2900  -0.60
H: -3.7639 -1.7222 3.2305  0.20
H: -5.1099 -0.8380 2.5069  0.20
C: -3.2408 -0.6055 1.4461  -0.41
H: -3.7144 -0.4069 0.4813  0.20
H: -2.3491 -1.2096 1.2619  0.20
C: -2.8412 0.7249 2.0941  -0.22
C: -1.9529 0.5023 3.3187  -0.61
H: -1.6345 1.4553 3.7367  0.21
H: -2.4973 -0.0346 4.0915  0.21
H: -1.0679 -0.0745 3.0630  0.20
H: -3.7567 1.2223 2.4371  0.20
C: -2.1763 1.6877 1.0716  -0.05
N: -1.2842 1.0992 0.0908  -0.69
H: -1.7659 0.3643 -0.4148  0.37
C: 0.0016 0.6222 0.5511  -0.25
H: -0.0311 -0.3792 1.0069  0.18
C: 1.0099 0.6007 -0.6171  0.03
N: 1.1704 1.9152 -1.2156  -0.67
H: 0.2516 2.3444 -1.2532  0.38
C: 2.1309 2.7922 -0.5752  -0.20
H: 2.2671 2.5581 0.4910  0.17
C: 3.4999 2.7091 -1.2849  -0.45
C: 4.0733 1.3283 -1.2147  0.09
C: 4.6235 0.8566 -0.0287  -0.23
C: 5.0891 -0.4475 0.0548  -0.14
C: 5.0334 -1.2958 -1.0430  -0.20
C: 4.5005 -0.8213 -2.2288  -0.21
C: 4.0248 0.4757 -2.3120  -0.22
H: 3.6028 0.8357 -3.2382  0.22
H: 4.4519 -1.4720 -3.0886  0.22
H: 5.3981 -2.3083 -0.9651  0.23
C: 5.6815 -0.9232 1.3488  0.97
F: 5.0279 -0.4445 2.4227  -0.33
F: 6.9651 -0.5349 1.4956  -0.33
F: 5.6804 -2.2591 1.4719  -0.32
H: 4.6791 1.4996 0.8377  0.23
H: 3.3613 2.9972 -2.3266  0.22
H: 4.1765 3.4199 -0.8070  0.21
H: 1.7806 3.8244 -0.6501  0.20
H: 1.9734 0.2801 -0.2110  0.20
C: 0.5974 -0.3825 -1.7320  -0.45
C: 0.2635 -1.7380 -1.1781  0.00
C: 1.2777 -2.4633 -0.5981  -0.22
C: 1.0425 -3.6874 0.0375  -0.19
C: -0.2264 -4.1887 0.1033  -0.20
C: -1.2965 -3.5024 -0.5048  -0.08
C: -2.6069 -4.0247 -0.4577  -0.17
C: -3.6455 -3.3818 -1.0670  -0.22
C: -3.4087 -2.1910 -1.7680  -0.20
C: -2.1528 -1.6536 -1.8223  -0.23
C: -1.0555 -2.2709 -1.1783  0.00
H: -2.0035 -0.7491 -2.3926  0.21
H: -4.2286 -1.6994 -2.2719  0.21
H: -4.6454 -3.7881 -1.0268  0.22
H: -2.7690 -4.9542 0.0696  0.21
H: -0.4290 -5.1196 0.6129  0.21
H: 1.8688 -4.2186 0.4864  0.21
H: 2.2849 -2.0712 -0.6218  0.21
H: 1.4418 -0.4650 -2.4190  0.23
H: -0.2298 0.0586 -2.2815  0.21
H: 0.3710 1.3216 1.3084  0.20
H: -1.5849 2.4197 1.6362  0.19
C: -3.2599 2.4598 0.2796  -0.22
N: -2.7520 3.3130 -0.7741  -0.62
H: -2.1633 2.7474 -1.3801  0.36
C: -2.0011 4.4632 -0.3125  -0.42
H: -1.7377 5.0724 -1.1766  0.20
H: -1.0786 4.2146 0.2309  0.16
H: -2.6381 5.0544 0.3457  0.19
H: -3.8416 3.0784 0.9676  0.19
H: -3.9378 1.7422 -0.1916  0.19
H: -4.5083 -2.3160 1.7502  0.21

Cartesian forces, eV/Å:
0.150 0.045 -0.163
-0.008 -0.063 0.137
-0.129 0.031 0.063
-0.217 0.224 0.172
0.078 -0.054 -0.061
0.073 0.020 -0.133
0.352 0.005 -0.177
-0.252 0.057 -0.111
0.062 0.074 0.084
0.020 -0.073 0.135
0.131 -0.071 -0.016
-0.034 0.006 -0.014
-0.454 0.239 0.033
0.025 -0.173 -0.075
-0.048 -0.046 0.021
0.401 -0.126 -0.126
-0.020 0.136 0.056
-0.265 -0.131 0.082
-0.099 0.161 -0.147
0.051 -0.012 0.049
0.305 0.042 -0.252
-0.036 0.069 0.013
-0.305 0.121 0.296
0.186 -0.008 -0.054
0.053 -0.185 -0.115
-0.039 -0.040 0.062
0.007 0.064 0.131
0.036 -0.090 -0.006
0.035 0.047 0.076
-0.066 0.053 -0.099
-0.012 -0.054 -0.094
0.028 -0.079 0.004
0.228 -0.042 0.319
-0.183 0.156 -0.023
0.069 0.100 -0.143
-0.088 -0.180 -0.202
-0.015 0.082 0.097
0.015 0.066 -0.001
0.085 0.047 -0.045
-0.028 -0.044 0.088
-0.074 -0.022 -0.041
0.126 0.030 0.283
0.270 -0.156 -0.066
-0.172 0.228 -0.176
-0.175 -0.220 0.121
0.217 -0.027 0.057
0.075 0.213 -0.081
-0.220 -0.003 -0.037
0.034 -0.228 0.146
0.121 0.225 -0.130
-0.221 0.085 -0.145
0.019 -0.307 0.189
0.017 0.081 -0.029
-0.034 0.064 -0.051
-0.064 -0.064 0.023
-0.030 -0.087 0.051
-0.009 -0.099 0.041
0.048 -0.072 0.054
0.107 0.086 -0.007
-0.083 0.075 -0.053
-0.012 0.035 -0.081
-0.007 -0.048 0.009
-0.006 -0.040 -0.036
0.308 -0.077 0.049
-0.110 -0.003 -0.304
-0.120 0.109 0.105
0.010 -0.119 -0.060
0.045 0.105 0.057
0.045 0.025 0.056
0.039 0.096 0.029
-0.078 -0.086 0.019
-0.092 -0.062 0.125
-0.071 -0.110 0.025

=====

# C5H6O2

A single C5H6O2 molecule (ωB97M-V with the def2-TZVPD basis set, OMol25).

Calculated values
Energy relative to the best compared isomer or geometry (same formula, charge and spin) = 3.740 eV
Orbital gap = 10.04 eV
Total charge = 0
LUMO energy = -0.766 eV

Last column: natural (NBO) charge in e.
Atoms and positions in Å:
C: 1.7251 -1.0030 0.4747  -0.62
C: 0.3609 -0.3502 0.4943  -0.06
O: 0.4299 0.8641 -0.2373  -0.48
C: -0.6904 1.4408 -0.7069  0.79
O: -0.6682 2.5367 -1.1952  -0.53
C: -1.9526 0.6379 -0.6109  -0.71
C: -2.1888 -0.5829 -0.2031  0.24
H: 2.4609 -0.3710 0.9793  0.22
H: 1.6767 -1.9674 0.9885  0.22
H: 2.0514 -1.1687 -0.5553  0.22
H: 0.0215 -0.1403 1.5144  0.19
H: -2.8532 1.1437 -0.9676  0.32
H: -0.3733 -1.0397 0.0251  0.19

Cartesian forces, eV/Å:
0.040 -0.045 -0.023
-0.055 -0.095 0.152
-0.097 0.132 -0.079
0.032 0.322 -0.137
-0.004 -0.457 0.208
-0.034 -0.461 0.156
0.157 0.573 -0.164
-0.106 -0.078 -0.073
0.020 0.137 -0.055
-0.033 0.011 0.132
0.040 -0.031 -0.126
0.030 -0.057 0.014
0.011 0.049 -0.005

=====

# C11H11N3O4S

A single C11H11N3O4S molecule (ωB97M-V with the def2-TZVPD basis set, OMol25).

Calculated values
SMILES = O=S(=O)(NCc1ccc2c(c1)OCO2)c1cnc[nH]1
Energy relative to the best compared isomer or geometry (same formula, charge and spin) = 0.000 eV
Orbital gap = 8.78 eV
Total charge = 0
LUMO energy = 0.603 eV

Last column: natural (NBO) charge in e.
Atoms and positions in Å:
O: 0.7325 -1.3948 -0.6123  -0.91
S: 1.8446 -0.9308 0.1581  2.31
O: 3.1708 -1.0667 -0.3743  -0.95
N: 1.7013 0.6767 0.6091  -0.84
H: 2.0691 1.2583 -0.1298  0.40
C: 0.3826 1.0859 1.0613  -0.26
C: -0.6767 1.0049 -0.0084  -0.04
C: -1.7833 0.1884 0.1510  -0.19
C: -2.7556 0.0624 -0.8378  -0.25
C: -2.5682 0.7793 -1.9929  0.22
C: -1.4587 1.6098 -2.1599  0.31
C: -0.5061 1.7449 -1.1833  -0.29
H: 0.3417 2.3956 -1.3269  0.21
O: -1.5211 2.2120 -3.3876  -0.49
C: -2.6882 1.7098 -4.0039  0.24
O: -3.3522 0.8397 -3.1132  -0.47
H: -3.3543 2.5466 -4.2670  0.16
H: -2.4144 1.1619 -4.9204  0.16
H: -3.6114 -0.5785 -0.7115  0.23
H: -1.8962 -0.3751 1.0639  0.21
H: 0.4718 2.1096 1.4392  0.22
H: 0.1276 0.4285 1.8952  0.22
C: 1.8616 -1.7032 1.7445  -0.27
C: 0.9392 -2.1788 2.6399  -0.04
N: 1.5720 -2.6392 3.7443  -0.45
C: 2.8490 -2.4569 3.5357  0.18
N: 3.0795 -1.8857 2.3355  -0.50
H: 3.9479 -1.6531 1.8786  0.45
H: 3.6212 -2.7245 4.2284  0.21
H: -0.1260 -2.2270 2.5444  0.22

Cartesian forces, eV/Å:
0.041 -0.022 0.398
0.068 0.158 0.276
0.131 0.127 0.097
0.378 -0.786 -0.170
0.221 0.017 -0.190
-0.438 0.016 0.036
-0.345 0.075 0.129
0.181 0.248 0.077
-0.149 0.100 -0.391
0.484 0.252 0.125
-0.327 -0.326 0.168
-0.221 0.011 -0.210
0.135 0.121 -0.052
0.313 0.057 0.385
-0.396 0.278 -1.186
-0.090 -0.232 0.406
0.157 -0.181 0.142
-0.015 0.075 0.270
-0.126 -0.095 0.019
0.021 -0.100 0.126
0.044 -0.172 0.048
-0.122 0.192 0.082
-0.170 0.184 -0.570
-0.026 0.151 -0.460
-0.181 -0.223 0.472
0.116 0.084 -0.097
0.235 0.057 0.010
0.065 -0.061 0.118
0.264 -0.032 0.054
-0.248 0.027 -0.115

=====

# C21H24N6O4

A single C21H24N6O4 molecule (ωB97M-V with the def2-TZVPD basis set, OMol25).

Calculated values
SMILES = COCCCNC(=O)Cn1nnc(-c2ccc(NC(=O)c3ccccc3OC)cc2)n1
Energy relative to the best compared isomer or geometry (same formula, charge and spin) = 2.728 eV
Orbital gap = 8.51 eV
Total charge = 0
LUMO energy = 0.173 eV

Last column: natural (NBO) charge in e.
Atoms and positions in Å:
C: -6.0087 -0.2625 -3.7594  -0.24
H: -5.4537 -0.9490 -4.4104  0.17
O: -5.8841 -0.6338 -2.4118  -0.55
C: -4.5590 -0.5956 -1.9398  -0.06
C: -4.5034 -1.3460 -0.6125  -0.42
H: -3.5422 -1.1592 -0.1287  0.20
H: -5.3000 -0.9681 0.0274  0.22
C: -4.7026 -2.8492 -0.8213  -0.23
N: -3.5638 -3.4330 -1.4941  -0.63
C: -3.5899 -3.8272 -2.7762  0.67
O: -4.5775 -3.9635 -3.4581  -0.61
C: -2.1762 -4.1546 -3.3230  -0.32
N: -1.2760 -3.0722 -3.0893  0.01
N: -0.7532 -2.3347 -4.0346  -0.02
N: -0.0496 -1.4233 -3.4674  -0.27
C: -0.1555 -1.6148 -2.1349  0.28
N: -0.9354 -2.6660 -1.8798  -0.31
C: 0.4782 -0.7891 -1.1356  -0.13
C: 0.2898 -1.0399 0.2223  -0.16
C: 0.8927 -0.2475 1.1758  -0.21
C: 1.7044 0.8176 0.7847  0.16
C: 1.8922 1.0675 -0.5784  -0.25
C: 1.2877 0.2766 -1.5284  -0.15
H: 1.4289 0.4644 -2.5813  0.23
H: 2.5213 1.8922 -0.8836  0.21
N: 2.3468 1.6616 1.6820  -0.60
C: 2.3471 1.6210 3.0458  0.68
O: 1.7240 0.8054 3.6977  -0.61
C: 3.1494 2.6873 3.7250  -0.24
C: 2.8775 2.8410 5.0835  -0.13
C: 3.5339 3.7709 5.8630  -0.25
C: 4.4995 4.5714 5.2813  -0.16
C: 4.7998 4.4357 3.9376  -0.33
C: 4.1376 3.5046 3.1440  0.40
O: 4.4187 3.3467 1.8123  -0.54
C: 5.4752 4.0799 1.2337  -0.25
H: 5.5361 3.7350 0.2023  0.20
H: 5.2710 5.1547 1.2430  0.18
H: 6.4248 3.8791 1.7366  0.19
H: 5.5601 5.0697 3.5106  0.22
H: 5.0293 5.3063 5.8685  0.22
H: 3.2977 3.8688 6.9108  0.22
H: 2.1253 2.1936 5.5087  0.24
H: 2.9277 2.3714 1.2553  0.42
H: 0.7461 -0.4448 2.2241  0.25
H: -0.3329 -1.8685 0.5237  0.22
H: -1.8077 -5.0562 -2.8251  0.23
H: -2.2368 -4.3163 -4.3999  0.26
H: -2.6556 -3.2671 -1.0706  0.42
H: -5.5801 -3.0195 -1.4477  0.24
H: -4.8382 -3.3486 0.1422  0.20
H: -4.2314 0.4482 -1.8057  0.17
H: -3.8830 -1.0647 -2.6721  0.16
H: -7.0687 -0.3161 -3.9979  0.19
H: -5.6459 0.7595 -3.9283  0.16

Cartesian forces, eV/Å:
0.025 0.024 -0.108
-0.024 0.020 0.009
-0.038 -0.143 0.270
0.171 0.090 0.215
-0.135 -0.080 -0.501
0.009 0.046 0.074
0.022 0.068 0.108
-0.247 0.141 0.138
0.055 0.099 0.457
0.679 -0.211 -0.026
-0.351 -0.027 -0.337
-0.822 -0.545 -0.203
0.722 0.620 0.318
-0.433 -0.508 -0.893
0.434 0.571 0.190
-0.621 -0.819 -0.342
0.505 0.281 0.270
0.239 0.305 0.466
0.084 0.106 -0.404
0.015 0.014 0.258
-0.285 -0.339 -0.180
0.018 0.015 0.168
-0.139 -0.191 0.080
0.042 0.058 -0.081
0.055 0.086 -0.039
0.214 0.319 -0.120
-0.037 -0.057 -0.205
-0.050 -0.059 0.014
0.199 0.200 0.165
0.001 -0.032 -0.156
0.049 0.072 0.043
-0.069 -0.081 0.010
0.141 0.071 -0.269
-0.084 -0.034 0.185
-0.256 -0.140 0.314
0.199 0.170 -0.166
0.036 0.063 0.073
0.015 -0.061 0.024
-0.060 0.006 0.006
0.057 0.030 -0.068
0.049 0.062 0.040
-0.030 0.003 0.091
-0.031 -0.045 -0.001
-0.028 -0.098 0.188
0.002 0.007 0.002
-0.046 -0.066 0.069
0.053 0.119 -0.100
-0.011 0.055 0.208
-0.203 -0.091 -0.175
0.047 -0.050 0.146
-0.088 0.013 -0.099
-0.022 -0.124 -0.051
-0.017 0.048 0.036
0.023 0.038 -0.096
-0.030 -0.018 -0.014

=====

# C16H17N5O7S2

A single C16H17N5O7S2 molecule (ωB97M-V with the def2-TZVPD basis set, OMol25).

Calculated values
SMILES = CO/N=C(\C(=O)N[C@@H]1C(=O)N2C(C(=O)O)=C(COC(C)=O)CS[C@H]12)c1csc(N)n1
Orbital gap = 8.41 eV
Total charge = 0
LUMO energy = 0.337 eV

Last column: natural (NBO) charge in e.
Atoms and positions in Å:
C: -2.6456 -3.8441 -0.6782  -0.25
H: -3.3688 -4.4925 -0.1774  0.18
H: -2.8661 -3.8131 -1.7477  0.18
H: -1.6345 -4.2096 -0.5137  0.20
O: -2.6582 -2.5466 -0.1222  -0.40
N: -3.8646 -1.9126 -0.3778  -0.10
C: -3.9904 -0.7428 0.1162  0.11
C: -5.2047 0.0107 -0.0981  0.09
C: -6.3853 -0.4793 -0.5815  -0.42
S: -7.5703 0.7639 -0.6693  0.33
C: -6.3441 1.8879 -0.0376  0.28
N: -5.2059 1.3471 0.1915  -0.50
N: -6.6608 3.1741 0.2150  -0.80
H: -7.4713 3.5690 -0.2285  0.40
H: -5.8923 3.7889 0.4254  0.41
H: -6.6099 -1.4844 -0.8688  0.25
C: -2.9334 -0.0810 0.9645  0.66
O: -3.0700 0.1617 2.1394  -0.58
N: -1.7978 0.1963 0.2674  -0.60
C: -0.6444 0.7213 0.9159  -0.14
H: -0.9582 1.0509 1.9113  0.27
C: 0.1930 1.7469 0.1303  0.70
O: -0.0031 2.7854 -0.4219  -0.54
N: 1.3207 0.9634 0.2644  -0.44
C: 2.5230 0.9002 -0.4204  0.07
C: 3.1024 -0.2828 -0.6918  -0.02
C: 2.5201 -1.5910 -0.2436  -0.56
H: 2.7812 -2.3807 -0.9471  0.24
H: 2.8963 -1.8731 0.7436  0.23
S: 0.6928 -1.6046 -0.1553  0.19
C: 0.6491 -0.1331 0.9170  -0.16
H: 1.0682 -0.3967 1.8905  0.21
C: 4.4414 -0.3835 -1.3697  -0.12
H: 4.7298 0.5800 -1.7938  0.24
H: 4.4260 -1.1477 -2.1492  0.20
O: 5.4480 -0.8218 -0.4470  -0.51
C: 5.8488 0.0703 0.4688  0.80
O: 5.3896 1.1770 0.5689  -0.60
C: 6.9446 -0.4991 1.3280  -0.72
H: 7.9014 -0.1764 0.9214  0.24
H: 6.9059 -1.5836 1.3204  0.23
H: 6.8556 -0.1126 2.3392  0.24
C: 3.0908 2.2313 -0.8056  0.80
O: 3.6718 2.4635 -1.8324  -0.58
O: 2.8578 3.1304 0.1383  -0.66
H: 3.2286 3.9912 -0.1122  0.51
H: -1.7073 -0.1186 -0.6864  0.42

Cartesian forces, eV/Å:
-0.207 -0.175 -0.168
0.047 0.031 -0.007
0.030 0.009 0.043
-0.027 -0.035 -0.006
-0.072 0.938 0.444
-0.299 -0.340 -0.386
0.807 -0.623 0.256
-1.523 -0.236 -0.520
0.447 0.137 0.203
0.639 0.369 0.280
-0.818 -0.897 -0.454
0.631 0.424 0.273
-0.170 0.607 0.147
0.122 0.065 0.021
-0.033 0.025 -0.043
-0.018 -0.265 -0.068
0.503 -0.089 -0.095
-0.225 -0.090 0.105
0.228 0.183 -0.207
-0.342 -0.089 0.303
0.187 -0.011 -0.154
-0.289 0.327 -0.104
-0.110 0.027 -0.129
0.364 -0.004 0.376
0.148 -0.375 -0.362
0.090 0.401 -0.009
-0.561 0.051 0.162
0.063 -0.018 0.027
0.096 -0.065 -0.106
-0.023 0.044 0.132
0.176 -0.648 -0.015
-0.046 0.117 -0.036
-0.163 0.643 -0.158
-0.012 -0.265 0.006
-0.015 0.080 0.088
0.133 -0.477 -0.037
0.159 0.045 0.270
0.071 0.086 -0.030
-0.133 0.036 -0.027
0.064 0.006 -0.029
0.060 -0.049 0.040
-0.014 0.030 0.010
0.279 -0.003 -0.450
-0.035 0.018 -0.033
-0.074 0.322 0.610
-0.002 -0.237 -0.205
-0.135 -0.029 0.044

=====

| no. | maximum force (eV/Å) |
| --- | --- |
| 1 | 3.53 |
| 2 | 0.51 |
| 3 | 0.62 |
| 4 | 1.28 |
| 5 | 1.12 |
| 6 | 1.63 |